--- i ---
Below is a 2-piece molecular cluster, CH6NS overall, with properties calculated with ωB97M-V/def2-TZVPD.

Atoms and positions in Å:
S 2.794 2.582 0.138
H 2.992 3.605 -0.722
C -1.017 -1.325 -0.193
N -0.858 -0.065 0.428
H -2.036 -1.823 -0.122
H -0.206 -2.116 0.266
H -0.692 -1.382 -1.273
H -0.884 0.051 1.420
H -0.093 0.473 0.058

Calculated values
frontier orbital gap = 6.183 eV
net charge = -1
E_HOMO = -2.46 eV



--- ii ---
Below is a 2-piece molecular cluster, CH6NS overall, with properties calculated with ωB97M-V/def2-TZVPD.

Atoms and positions in Å:
N -1.113 1.514 -2.670
H -0.472 0.797 -2.338
H -1.321 2.138 -1.906
H -1.988 1.142 -3.005
C 1.171 0.233 0.559
S 0.004 -1.043 1.285
H 0.873 1.240 0.860
H 2.130 0.105 1.062
H 1.244 0.028 -0.502

Calculated values
frontier orbital gap = 6.182 eV
net charge = -1
E_HOMO = -2.05 eV



--- iii ---
Below is a 2-piece molecular cluster, CH6NS overall, with properties calculated with ωB97M-V/def2-TZVPD.

Atoms and positions in Å:
N 1.233 0.680 1.826
H 0.228 0.426 1.787
H 1.249 0.875 0.865
H 1.474 -0.303 1.884
C 0.403 -0.952 -0.885
S -1.021 0.200 -0.585
H 0.776 -1.913 -0.320
H 1.121 -0.263 -0.395
H 0.435 -1.064 -1.926

Calculated values
frontier orbital gap = 6.750 eV
net charge = -1
E_HOMO = -2.26 eV



Most stable of them? ii.



--- i ---
Below is a 2-piece molecular cluster, CH6NS overall, with properties calculated with ωB97M-V/def2-TZVPD.

Atoms and positions in Å:
N 1.401 -1.142 -1.231
H 1.283 -0.178 -1.235
H 1.307 -1.665 -0.170
H 0.500 -1.424 -1.550
C -0.888 1.074 0.912
S -1.336 -0.650 0.589
H -0.721 1.061 1.928
H 0.077 1.198 0.357
H -1.623 1.726 0.400

Calculated values
frontier orbital gap = 6.514 eV
net charge = -1
E_HOMO = -2.05 eV



--- ii ---
Below is a 2-piece molecular cluster, CH6NS overall, with properties calculated with ωB97M-V/def2-TZVPD.

Atoms and positions in Å:
S 2.086 -1.410 1.166
H 1.903 -2.160 2.294
C -0.935 0.038 -0.594
N -0.365 1.433 -0.563
H -1.744 0.052 0.231
H -0.202 -0.644 -0.213
H -1.308 -0.299 -1.564
H 0.008 1.610 0.390
H 0.558 1.379 -1.147

Calculated values
frontier orbital gap = 7.065 eV
net charge = -1
E_HOMO = -2.59 eV



Most stable of them? ii.



--- i ---
Below is a single C6H7NO2S molecule, with properties calculated with ωB97M-V/def2-TZVPD.

Atoms and positions in Å:
C -2.246 -0.911 0.239
C -0.723 2.307 0.138
C 1.368 -0.724 0.241
C -1.101 -1.526 -0.553
C -1.061 0.953 0.029
C 2.562 0.110 -0.026
N -2.178 0.314 0.457
O 0.297 2.828 -0.343
O 1.108 -1.554 1.064
S -0.044 -0.126 -0.960
H -2.973 -1.659 0.646
H -1.511 2.947 0.702
H -0.474 -2.143 0.162
H -1.438 -1.855 -1.561
H 3.427 -0.400 0.297
H 2.527 1.030 0.534
H 2.460 0.407 -1.065

Calculated values
frontier orbital gap = 7.232 eV
E_HOMO = -7.49 eV



--- ii ---
Below is a single C6H7NO2S molecule, with properties calculated with ωB97M-V/def2-TZVPD.

Atoms and positions in Å:
C 0.939 -1.888 0.126
C 1.038 -1.462 1.437
C 0.340 -1.192 -0.829
C 0.229 -0.500 1.987
C -0.176 0.163 -0.391
C -0.603 0.287 1.121
N -1.049 0.748 -1.335
O 0.137 2.877 -0.789
O -1.589 0.909 1.381
S -1.083 2.419 -1.385
H 1.535 -2.728 -0.300
H 1.572 -2.016 2.166
H 0.434 -1.317 -1.937
H 0.319 -0.212 3.034
H 0.670 0.781 -0.179
H -2.065 0.559 -1.384
H -0.648 2.573 -2.725

Calculated values
frontier orbital gap = 8.190 eV
E_HOMO = -8.66 eV



Most stable of them? i.